No. 1
10
Properties=species:S:1:pos:R:3:forces:R:3:lowdin_charge:R:1 method="wB97M-V/def2-TZVPD" multiplicity=1 homo_energy_ev=-10.43 homo_lumo_gap_ev=9.8 relative_energy_kcal_mol=73.6
C 1.9315 0.6365 0.0487 0.5 0.3 -1.9 0.000
C 0.4136 -0.6891 -0.0374 -3.9 0.0 -0.3 -0.296
C 0.4098 0.7408 -0.0468 -0.7 -1.0 1.2 -0.186
H 2.4630 1.0279 -0.8744 -0.5 -0.6 1.1 0.151
H 2.5225 0.7594 0.9365 -0.2 1.0 0.5 0.124
N -0.7222 -1.4398 -0.0447 2.7 2.2 0.7 0.122
N -1.8569 -0.5878 0.0682 1.3 -0.5 -1.0 -0.023
N -1.8221 0.6742 0.0009 -0.2 0.2 0.6 -0.041
N -0.6622 1.4533 -0.0085 0.7 -0.3 -0.4 0.108
O 1.7411 -0.8270 0.0049 0.2 -1.3 -0.5 0.041

---

No. 2
146
Properties=species:S:1:pos:R:3:forces:R:3:lowdin_charge:R:1 method="wB97M-V/def2-TZVPD" multiplicity=1 homo_energy_ev=-10.78 homo_lumo_gap_ev=11.0 relative_energy_kcal_mol=0.0
C 6.5458 7.3070 -0.3845 0.5 -0.6 0.3 -0.050
C 7.3273 5.9888 -0.6207 -0.1 0.5 -0.2 -0.185
O 6.7053 4.8868 0.0807 -0.7 -0.8 -0.6 0.017
C 5.7072 4.2936 -0.5764 -0.1 -0.2 2.1 -0.408
O 5.0827 4.6942 -1.4889 -0.4 0.8 -1.7 0.186
C 5.2549 2.9780 0.1056 -0.6 -0.1 -1.0 -0.536
F 4.3511 3.1903 1.0830 0.3 0.0 -0.4 0.160
F 4.6759 2.1878 -0.8417 0.1 0.5 0.7 0.125
F 6.2763 2.3249 0.5828 0.8 -0.7 0.8 0.201
H 6.2347 7.1951 0.6740 -0.2 0.7 -0.6 0.089
H 5.6849 7.3931 -1.0731 0.4 -0.2 0.6 0.080
H 7.1749 8.2165 -0.5102 -0.3 -0.8 0.2 0.085
H 8.3137 5.9228 -0.1705 0.2 0.7 -0.2 0.124
H 7.3726 5.7206 -1.6772 0.1 0.1 0.0 0.122
C -5.0322 -3.9233 4.2993 1.0 -0.2 0.0 -0.035
C -3.5414 -3.8296 4.6421 -0.3 0.7 -0.1 -0.176
O -2.8514 -3.4530 3.4126 -1.0 0.1 0.4 0.036
C -1.6431 -3.0767 3.6691 1.1 -0.7 -2.9 -0.504
O -1.0289 -3.1648 4.6654 1.0 0.2 2.4 0.154
C -0.8715 -2.7102 2.3693 -1.1 0.3 -1.1 -0.508
F -0.1589 -1.5926 2.5663 0.3 -0.1 0.1 0.146
F -0.0635 -3.6893 1.9390 0.1 0.2 0.7 0.161
F -1.7094 -2.4758 1.3406 0.1 0.2 0.2 0.147
H -5.5772 -4.0168 5.2277 -0.3 0.0 0.2 0.073
H -5.2323 -4.8092 3.6824 0.0 0.4 0.0 0.087
H -5.3332 -2.9884 3.7913 0.1 -0.6 0.2 0.076
H -2.9831 -4.6600 5.0604 -0.6 -0.8 -0.2 0.129
H -3.3180 -3.0457 5.3658 -0.4 0.3 -0.1 0.106
C 2.2740 -4.9508 -0.0093 -0.1 -0.6 -0.1 -0.053
C 1.8727 -6.4229 0.0093 -0.2 0.5 -0.5 -0.183
O 0.9932 -6.5739 1.1375 -0.4 -0.3 -0.1 0.017
C 0.4515 -7.7816 1.2630 0.1 1.6 1.8 -0.418
O 0.6226 -8.7540 0.6271 0.4 -1.1 -1.3 0.203
C -0.4754 -7.8424 2.4962 -0.2 -0.2 0.0 -0.543
F -0.1084 -8.8792 3.2584 0.1 0.5 0.2 0.170
F -0.5698 -6.7229 3.2312 0.5 -0.4 -0.1 0.155
F -1.6985 -8.1069 2.0505 -0.8 -0.1 -0.2 0.168
H 1.3619 -4.3449 -0.0403 0.1 -0.1 0.3 0.043
H 2.8002 -4.7079 -0.9402 0.3 -0.2 0.4 0.086
H 2.8561 -4.7556 0.8960 0.1 0.4 -0.3 0.073
H 2.6664 -7.1590 0.1372 0.2 0.3 -0.2 0.128
H 1.3163 -6.6491 -0.9023 0.0 -0.2 0.1 0.132
C -4.3112 5.3137 1.0895 -0.3 -0.2 -0.3 -0.048
C -4.7029 4.7965 -0.2856 0.8 -0.1 0.4 -0.197
O -5.9520 5.4384 -0.5929 0.1 0.1 0.3 0.056
C -6.4616 5.0688 -1.7286 -1.7 0.7 -0.1 -0.427
O -6.0594 4.2743 -2.5091 0.7 -0.7 -0.7 0.173
C -7.8132 5.7810 -2.0190 -0.3 0.2 0.0 -0.523
F -8.3627 6.3691 -0.9452 0.4 0.2 -0.3 0.157
F -7.6357 6.6963 -2.9954 -0.1 -0.2 0.5 0.154
F -8.7091 4.8948 -2.4518 0.1 -0.2 -0.2 0.166
H -3.4483 4.7920 1.4937 0.0 -0.2 0.0 0.068
H -5.1687 5.1663 1.7468 0.1 0.0 0.2 0.074
H -4.0854 6.3727 1.0584 0.0 0.2 -0.1 0.079
H -4.8309 3.7059 -0.3000 -0.1 0.3 0.1 0.092
H -4.0035 5.0429 -1.0919 0.0 0.0 0.3 0.117
C -4.7434 1.3953 -2.5836 -0.6 0.1 -0.5 -0.049
C -4.7385 -0.1039 -2.4778 0.3 -0.6 -0.5 -0.187
O -5.3197 -0.4424 -1.2024 0.1 0.3 0.0 0.027
C -5.3581 -1.7282 -0.9391 -0.6 1.4 1.8 -0.434
O -4.9757 -2.6190 -1.5966 0.7 -1.7 -1.4 0.197
C -5.9120 -1.9195 0.4968 0.5 -0.2 -0.4 -0.571
F -4.9250 -1.6850 1.3758 0.2 -0.3 0.1 0.136
F -6.8833 -1.0799 0.7891 -0.8 0.3 0.1 0.159
F -6.3476 -3.1655 0.6395 0.0 -0.1 0.3 0.176
H -5.7575 1.7954 -2.4236 0.4 -0.2 0.0 0.083
H -4.4379 1.7175 -3.5871 0.1 -0.1 0.3 0.094
H -4.0808 1.8517 -1.8592 0.1 0.0 0.1 0.049
H -3.7463 -0.5744 -2.5433 -0.1 0.4 0.2 0.106
H -5.3132 -0.6499 -3.2342 -0.2 0.5 -0.1 0.136
C 6.0880 1.2796 -7.5550 0.0 0.2 0.3 -0.053
C 5.3415 0.0035 -7.2117 0.0 -0.7 -1.2 -0.206
O 5.1524 -0.0444 -5.8073 0.4 0.8 1.0 0.034
C 4.8350 -1.2047 -5.2947 -0.3 0.4 1.0 -0.418
O 4.5584 -2.1961 -5.8795 0.0 -1.0 -0.4 0.186
C 4.7077 -1.1339 -3.7368 0.6 1.3 -0.1 -0.522
F 5.3080 -2.1489 -3.1440 0.1 -0.3 0.0 0.186
F 5.2319 0.0198 -3.2029 -0.4 -0.9 -0.6 0.119
F 3.4151 -1.1537 -3.4368 -0.4 -0.1 0.2 0.155
H 5.4292 2.1320 -7.3751 0.2 0.0 0.1 0.080
H 6.4452 1.3654 -8.5776 -0.3 -0.4 -0.3 0.078
H 6.9977 1.3759 -6.9523 -0.3 0.0 0.2 0.085
H 5.8599 -0.9212 -7.4901 0.2 0.3 -0.1 0.129
H 4.3454 -0.0937 -7.6664 0.3 0.4 -0.1 0.138
C 2.5590 -0.6189 -0.1020 0.4 0.7 -0.4 -0.050
C 1.7322 0.3778 0.6599 -0.6 -0.2 0.0 -0.174
O 0.4157 0.3782 0.0538 -0.5 -1.2 -0.2 0.021
C -0.4402 1.1652 0.6424 -0.5 0.1 -2.2 -0.431
O -0.2072 1.9487 1.4965 0.0 0.8 1.8 0.160
C -1.7980 1.2226 -0.1284 0.6 -0.7 0.0 -0.528
F -1.9171 2.4244 -0.6828 -0.3 0.9 0.5 0.169
F -1.8829 0.3878 -1.1744 0.0 -0.6 0.5 0.152
F -2.7791 0.9744 0.7397 -0.1 0.2 -0.5 0.131
H 2.5792 -0.3047 -1.1487 0.2 -0.2 0.0 0.062
H 2.1570 -1.6264 -0.0645 -0.1 0.0 0.2 0.057
H 3.5796 -0.6061 0.2896 -0.1 -0.1 -0.1 0.092
H 1.9782 1.4363 0.5330 1.0 -0.3 0.6 0.128
H 1.5889 0.0542 1.6983 0.3 0.5 -0.1 0.124
C 2.4843 -2.8092 4.1858 0.5 -0.3 -1.0 -0.042
C 2.4676 -4.3158 4.2069 -0.2 -0.5 0.5 -0.176
O 3.7299 -4.7954 3.6964 0.4 1.6 0.0 0.052
C 3.8440 -6.0689 3.5904 1.0 -1.3 0.2 -0.461
O 3.0795 -6.9318 3.8811 -1.1 -0.5 0.2 0.183
C 5.2046 -6.4891 3.0415 1.5 0.3 -0.8 -0.552
F 5.8811 -7.3401 3.8124 -0.5 -0.1 0.4 0.176
F 5.0480 -7.0743 1.8564 -0.6 -0.5 -0.5 0.164
F 6.0267 -5.4582 2.8093 0.0 0.5 0.3 0.154
H 1.5150 -2.4234 4.5006 0.2 0.1 0.2 0.066
H 2.6938 -2.4889 3.1560 -0.3 0.1 0.1 0.076
H 3.3457 -2.4488 4.7607 -0.5 0.0 0.3 0.090
H 1.7382 -4.8398 3.5965 -0.6 0.5 0.0 0.111
H 2.3757 -4.6977 5.2263 -0.1 0.0 0.0 0.140
C 2.5520 2.8982 -3.3079 0.2 0.2 -0.1 -0.044
C 1.1787 2.2870 -3.4401 0.3 0.3 0.6 -0.178
O 0.2345 3.3791 -3.5047 0.8 -0.2 0.3 0.041
C -0.9760 2.9577 -3.7630 0.7 5.1 -0.3 -0.465
O -1.3490 1.8766 -3.9000 -1.7 -4.0 -0.4 0.196
C -1.8686 4.2490 -3.9101 0.0 -0.6 0.1 -0.498
F -2.7400 4.1720 -2.8901 0.2 0.8 0.3 0.139
F -1.1383 5.3926 -3.8824 -1.0 -0.9 0.3 0.152
F -2.6085 4.2463 -5.0153 0.3 0.0 -0.3 0.174
H 2.8064 3.4215 -4.2333 0.1 0.1 0.2 0.088
H 3.3290 2.1626 -3.0961 -0.2 -0.2 -0.2 0.062
H 2.5922 3.5959 -2.4561 -0.2 -0.1 -0.4 0.085
H 0.9451 1.7142 -2.5432 -0.1 -0.3 -0.1 0.120
H 0.9648 1.7183 -4.3398 0.6 -0.4 0.0 0.131
C -1.7415 0.7400 4.8608 0.3 0.3 -0.9 -1.049
Cl -3.1574 -0.1367 4.3001 -0.4 -0.6 -0.2 0.607
Cl -0.9228 -0.0216 6.1884 0.2 -0.3 0.4 0.567
H -1.0733 0.8017 3.9976 0.0 0.1 0.3 0.017
H -2.0929 1.7135 5.1372 0.0 0.4 0.3 -0.024
C -1.0437 -2.0459 -3.2601 -0.8 1.5 -0.1 -1.103
Cl -1.2238 -2.7785 -4.8200 0.2 -0.6 -0.8 0.558
Cl 0.2722 -2.6296 -2.2922 0.5 -0.3 0.3 0.591
H -0.9437 -0.9668 -3.4347 0.3 -0.3 0.2 0.018
H -1.9789 -2.1998 -2.7557 -0.2 -0.2 0.5 0.003
C -6.0741 1.7322 3.3684 -0.6 0.0 0.1 -1.016
Cl -5.2090 2.9033 4.3869 0.0 -0.1 -0.3 0.509
Cl -5.5463 1.6666 1.6957 0.1 0.3 -0.2 0.602
H -5.9293 0.7403 3.7635 0.1 -0.1 0.3 -0.007
H -7.1377 1.9873 3.3735 0.4 0.0 0.1 0.034
C 0.3560 4.1265 4.3252 1.4 0.1 0.3 -1.034
Cl 0.9191 3.3070 5.8106 -0.2 0.0 0.0 0.497
Cl -1.3549 4.3675 4.2627 -0.6 0.1 -0.1 0.564
H 0.8896 5.0773 4.3116 -0.4 0.0 0.0 0.027
H 0.7133 3.5152 3.5088 -0.3 -0.1 -0.3 0.006

---

No. 3
11
Properties=species:S:1:pos:R:3:forces:R:3:lowdin_charge:R:1 method="wB97M-V/def2-TZVPD" multiplicity=1 homo_energy_ev=-10.66 homo_lumo_gap_ev=11.0 relative_energy_kcal_mol=11.0 smiles="C=C[Si](Cl)(Cl)Cl.Br"
C -1.3271 1.1425 -0.6748 -0.6 -2.3 2.3 -0.033
C -1.1970 0.3219 0.4135 1.1 1.5 -1.3 -0.302
Si -0.3400 -1.3076 0.2772 -0.3 0.3 -0.7 -0.726
Cl 0.4843 -1.5551 -1.5891 0.2 0.2 0.1 0.299
Cl -1.6550 -2.8387 0.3944 -0.3 -0.3 0.3 0.316
Cl 1.0937 -1.4422 1.6880 0.1 -0.2 0.3 0.314
H -1.1282 0.7031 -1.6141 0.2 -0.1 -1.1 0.005
H -1.8490 2.0698 -0.6544 0.1 0.8 0.2 0.051
H -1.2361 0.7398 1.4162 -0.6 0.0 0.0 0.053
Br 3.4289 1.3122 0.8617 0.3 -0.4 -1.4 0.247
H 3.7254 0.8543 -0.5188 -0.3 0.4 1.4 -0.224

---

No. 4
135
Properties=species:S:1:pos:R:3:forces:R:3:lowdin_charge:R:1 method="wB97M-V/def2-TZVPD" multiplicity=1 homo_energy_ev=-5.25 homo_lumo_gap_ev=5.0 total_charge=-1
C 0.5464 -2.0620 2.6050 -8.5 0.2 -0.5 -0.132
C -0.8116 -2.8481 2.0704 0.8 0.1 -0.7 -0.193
C -0.6979 -3.0989 0.4259 -0.6 -0.3 1.5 -0.200
C -2.0402 -3.9709 0.0202 0.6 -0.6 -0.9 -0.212
C -2.7749 -3.4831 -1.3619 -1.2 0.2 0.1 -0.225
C -3.0433 -1.8678 -1.4721 0.1 0.1 0.0 -0.218
C -4.1143 -1.4906 -2.6961 0.7 -0.7 0.5 -0.200
C -3.4172 -1.6543 -4.2060 -1.2 1.1 -0.1 -0.207
C -2.3706 -0.4184 -4.5264 -1.0 0.4 0.2 -0.240
C -1.6878 -0.4726 -6.0150 -0.7 -0.9 -0.1 -0.212
C -0.1805 -1.1127 -6.0707 0.7 0.7 -0.5 -0.220
C 0.8468 -0.5866 -4.9077 0.7 -0.8 -0.1 -0.226
C 1.2382 1.0035 -4.9881 0.4 -0.4 0.7 -0.203
C 2.8357 1.2100 -5.2908 0.7 0.4 -0.5 -0.224
C 3.5472 2.4429 -4.4785 0.8 0.2 0.2 -0.229
C 2.5837 3.7372 -4.1893 0.0 -0.2 -1.2 -0.228
C 3.4265 5.1149 -3.8702 0.8 -1.0 -0.1 -0.178
C 3.2400 5.7008 -2.3522 1.0 -0.2 -0.5 -0.156
C 2.1669 6.9296 -2.2000 -1.4 0.3 0.9 -0.313
P 2.9861 8.1103 -0.8889 2.0 1.8 -0.8 0.784
N 4.4482 8.6518 -1.3781 -1.6 0.6 0.9 -0.367
C 1.9127 7.9717 -3.4390 2.4 1.5 -1.9 -0.246
O 2.8644 8.6955 -4.0363 -6.8 -4.5 3.4 -0.017
O 0.4594 7.9827 -3.7295 2.9 0.2 0.6 -0.063
C -0.2783 6.8420 -3.1372 1.2 -1.7 -1.4 -0.224
C -0.1939 5.6958 -4.3429 0.7 -0.4 -0.1 -0.046
C 0.5964 6.5680 -1.7548 -2.1 0.1 0.3 -0.219
C 0.3239 5.1426 -0.9909 0.8 -0.5 -0.9 -0.146
C -1.2337 4.8777 -0.5493 0.2 -0.1 0.3 -0.129
C -1.5461 3.2660 -0.4910 -1.0 1.2 1.9 -0.633
F -2.8216 3.1114 0.3031 3.1 0.3 -2.0 -0.112
Br -1.8549 2.4090 -2.2719 -0.1 0.8 1.3 0.714
C -0.4131 2.3867 0.3349 -1.3 -1.1 2.5 -0.590
F -1.1853 1.2629 0.9858 2.4 3.1 -1.6 -0.106
F 0.2208 3.1309 1.4599 -2.0 -2.3 -3.7 -0.035
Br 0.9226 1.4695 -0.8761 -0.7 1.0 1.7 0.679
C -0.1234 7.6404 -0.6939 -1.5 4.5 4.9 -0.435
O -0.8968 8.6714 -1.0915 3.8 -5.5 0.9 -0.124
O 0.1340 7.4922 0.7619 -0.5 -0.3 -7.4 -0.270
H 1.2234 -1.7419 1.6986 -2.0 -0.4 1.2 0.142
H 0.2380 -1.1209 3.2366 0.9 -1.7 -1.4 0.151
H 1.1857 -2.7499 3.3328 -6.7 0.0 -0.4 0.070
H -1.7894 -2.2770 2.3736 1.8 -1.2 -0.8 0.112
H -0.8036 -3.9068 2.5692 -0.2 2.0 -0.9 0.111
H 0.2996 -3.7295 0.2462 -2.2 1.4 0.2 0.122
H -0.6129 -2.0626 -0.1122 -0.2 -2.0 0.9 0.096
H -1.6482 -5.0792 -0.1853 -1.1 2.3 0.6 0.114
H -2.8288 -4.0289 0.9120 1.8 0.3 -2.0 0.098
H -3.8502 -3.9984 -1.3686 2.2 1.0 -0.1 0.113
H -2.2402 -3.8320 -2.3437 -0.8 0.6 2.0 0.105
H -2.0183 -1.3187 -1.6712 -2.1 -1.0 0.4 0.089
H -3.4426 -1.4505 -0.4317 0.7 -0.9 -2.2 0.123
H -5.0253 -2.2323 -2.5984 1.8 1.4 -0.3 0.102
H -4.5291 -0.4055 -2.5092 1.0 -2.0 -0.6 0.108
H -4.3202 -1.5146 -4.9734 2.0 -0.5 1.5 0.113
H -2.9751 -2.7229 -4.3843 -0.7 2.1 0.5 0.106
H -1.6198 -0.3173 -3.6344 -1.2 -0.2 -1.9 0.059
H -3.0355 0.5729 -4.5033 1.4 -2.1 0.1 0.101
H -1.7840 0.5916 -6.5332 0.6 -2.2 1.2 0.114
H -2.3781 -1.1918 -6.6706 1.4 1.6 1.3 0.112
H 0.2905 -0.7728 -7.1133 -0.9 -0.8 2.2 0.117
H -0.1560 -2.2929 -6.0900 -0.4 2.4 0.2 0.111
H 1.8599 -1.1980 -5.0577 -2.2 1.2 0.3 0.105
H 0.4789 -0.8870 -3.8133 0.6 0.7 -2.4 0.104
H 0.6518 1.5530 -5.8484 0.9 -1.0 2.0 0.120
H 1.0035 1.4558 -3.9089 0.3 -0.7 -2.6 0.066
H 2.9772 1.4464 -6.4498 -0.4 -0.6 2.4 0.116
H 3.4964 0.2445 -5.0793 -1.6 1.9 -0.4 0.108
H 4.0101 2.0720 -3.4444 -1.1 0.7 -2.1 0.120
H 4.4936 2.7656 -5.1284 -2.1 -0.5 1.4 0.114
H 1.9783 3.9375 -5.1949 1.1 -0.6 2.2 0.111
H 1.8284 3.4375 -3.3453 1.4 0.8 -1.6 0.068
H 3.2179 5.8770 -4.7327 0.3 -1.2 1.9 0.112
H 4.5783 4.8186 -3.9721 -2.4 0.7 0.2 0.116
H 4.3158 6.0902 -2.0118 -2.4 -0.5 -0.8 0.107
H 3.0206 4.7752 -1.6310 0.0 2.2 -1.5 0.128
H 3.1498 7.4468 0.3919 -0.8 0.0 -1.0 0.023
H 2.1377 9.2792 -0.7739 -0.1 -1.3 0.3 0.045
H 4.3612 9.7083 -1.4489 0.2 -1.8 -0.2 -0.038
H -1.4337 7.0106 -3.0561 2.6 0.6 0.5 0.160
H -0.2768 4.5998 -3.9120 0.2 2.2 -0.9 0.049
H 0.8376 5.8141 -4.9318 -2.2 -0.3 1.5 0.081
H -1.0336 5.8276 -5.1588 1.5 -0.1 1.8 0.089
H 1.0432 5.1098 -0.0423 -1.8 0.1 -2.1 0.141
H 0.6147 4.2739 -1.7391 -0.4 1.7 1.5 0.058
H -2.0324 5.3782 -1.2510 1.7 -1.1 1.2 0.140
H -1.3859 5.3202 0.5236 0.3 -0.9 -2.0 0.141
C -7.5915 -2.2100 2.6059 0.2 -0.3 0.1 -0.052
C -8.6823 -2.4388 3.4442 0.1 -0.3 0.2 -0.056
C -8.6934 -3.5507 4.2880 0.0 0.3 -0.2 0.005
C -7.6152 -4.4439 4.2848 -0.3 0.5 -0.2 -0.087
C -6.5358 -4.2284 3.4289 -0.3 0.5 -0.2 -0.083
C -6.5185 -3.1023 2.5956 -0.2 0.2 0.0 0.011
C -5.4159 -5.1905 3.3812 1.1 0.3 -0.9 -0.272
O -4.4657 -5.0000 2.6322 -0.5 -0.1 0.4 0.087
C -5.4618 -6.3890 4.2423 0.3 -0.6 0.2 -0.083
C -4.4348 -7.3388 4.1652 0.0 -0.3 0.2 0.007
C -4.4637 -8.4685 4.9856 -0.1 0.4 -0.2 -0.059
C -5.5104 -8.6480 5.8896 -0.2 0.3 -0.1 -0.061
C -6.5377 -7.7063 5.9646 0.2 -0.2 0.0 0.005
C -6.5180 -6.5795 5.1320 0.3 -0.6 0.2 -0.086
C -7.6275 -5.6075 5.1936 -1.2 -0.1 0.9 -0.279
O -8.5501 -5.7668 5.9845 0.6 0.1 -0.5 0.094
H -7.5787 -1.3385 1.9549 0.0 -0.2 0.1 0.111
H -9.5243 -1.7502 3.4430 0.2 -0.1 0.0 0.108
H -9.5460 -3.7201 4.9435 0.3 -0.1 -0.1 0.121
H -5.6730 -2.9202 1.9345 -0.1 -0.2 0.2 0.119
H -3.6123 -7.2046 3.4644 -0.3 0.1 0.1 0.122
H -3.6679 -9.2074 4.9204 -0.1 0.2 0.0 0.107
H -5.5295 -9.5243 6.5339 0.0 0.2 -0.1 0.106
H -7.3541 -7.8556 6.6693 0.1 0.2 -0.2 0.121
C 9.9086 -0.8121 3.6368 -0.4 -0.1 -0.1 -0.062
C 9.9095 -1.1377 4.9929 -0.4 -0.1 0.1 -0.063
C 8.7399 -1.5952 5.6019 0.3 0.1 -0.1 0.002
C 7.5617 -1.7161 4.8551 0.6 0.2 0.0 -0.086
C 7.5548 -1.3671 3.5052 0.7 0.1 0.0 -0.084
C 8.7340 -0.9250 2.8916 0.3 0.0 0.2 0.006
C 6.3060 -1.4434 2.7198 -0.1 0.3 -1.4 -0.278
O 6.2999 -1.1405 1.5331 0.1 -0.2 0.7 0.098
C 5.0638 -1.8814 3.3870 -0.5 0.0 -0.3 -0.082
C 3.8609 -1.9031 2.6691 0.3 -0.2 0.8 0.048
C 2.6840 -2.3287 3.2888 7.5 0.5 0.9 -0.136
C 2.7065 -2.7417 4.6207 0.9 0.2 -0.1 -0.032
C 3.9023 -2.7159 5.3398 -0.3 0.0 0.0 0.013
C 5.0814 -2.2755 4.7241 -0.6 -0.2 0.1 -0.088
C 6.3338 -2.2179 5.5035 -0.2 -0.4 1.4 -0.281
O 6.3535 -2.5763 6.6754 0.1 0.2 -0.6 0.088
H 10.8223 -0.4643 3.1599 -0.2 -0.1 0.1 0.106
H 10.8219 -1.0376 5.5766 -0.2 0.0 -0.1 0.105
H 8.7494 -1.8526 6.6598 -0.2 0.0 -0.3 0.120
H 8.7395 -0.6637 1.8348 -0.2 -0.1 0.3 0.121
H 3.8354 -1.5852 1.6280 0.2 0.0 0.2 0.123
H 1.7501 -2.3397 2.7310 6.7 0.1 -0.7 -0.147
H 1.7912 -3.0802 5.1015 0.0 0.0 0.1 0.119
H 3.9111 -3.0352 6.3807 0.2 0.1 -0.2 0.119